(1)
Entry from the OMol25 dataset: the ion C3H8N3 with charge +1 (wB97M-V/def2-TZVPD).

The total charge is +1. The spin multiplicity is 1. The calculation puts the HOMO energy at -14.1106 eV. The SMILES is N[C@H]1CN1C=[NH2+]. Its HOMO-LUMO gap is 10.7 eV.

Each line ends with the Mulliken charge.
Cartesian coordinates (Å):
C (-1.2581, 0.2174, 0.6437)  0.15
C (0.9456, -0.9172, -0.0883)  -0.52
C (0.8167, 0.1034, -1.1145)  -0.01
N (-0.1967, -0.0174, -0.0189)  -0.12
N (-1.8680, -0.6176, 1.4935)  -0.31
N (1.5777, 1.2602, -1.1518)  -0.46
H (-1.7758, 1.1291, 0.3240)  0.33
H (0.8290, -2.0378, -0.0436)  0.30
H (1.7305, -0.6806, 0.7043)  0.26
H (0.4437, -0.1004, -2.0341)  0.42
H (-1.6512, -1.5801, 1.6919)  0.24
H (1.5298, 1.8590, -0.3489)  0.24
H (1.5426, 1.6093, -2.0495)  0.24
H (-2.6660, -0.2272, 1.9921)  0.25



(2)
Entry from the OMol25 dataset: a cluster of 2 separate species, C3H8N3 in total (wB97M-V/def2-TZVPD).

The total charge is +1. The spin multiplicity is 1. The calculation puts the HOMO energy at -14.2788 eV. Its HOMO-LUMO gap is 10.6 eV.

Each line ends with the Mulliken charge.
Cartesian coordinates (Å):
C (-1.4239, -0.6379, 0.2534)  0.32
C (1.9572, 0.6551, -0.1901)  -0.49
C (2.5510, -0.4833, 0.0521)  -0.60
N (-2.7113, 1.3226, -0.2407)  -0.50
N (-2.0801, 0.2207, -0.2332)  0.34
N (-0.5708, -1.5077, 0.6679)  -0.34
H (1.3873, 1.3419, 0.4349)  0.37
H (-3.1598, 1.5412, -1.1810)  0.30
H (2.0302, 1.1570, -1.2572)  0.18
H (2.5476, -0.8346, 1.1212)  0.39
H (3.0785, -1.0552, -0.7737)  0.24
H (-3.1890, 1.6751, 0.5052)  0.24
H (0.4362, -1.0693, 0.6559)  0.23
H (-0.8532, -2.3255, 0.1852)  0.31



How do the energies compare? Relative to the most stable structure, in eV: (1) 0.000; (2) 2.476.



(1)
Entry from the OMol25 dataset: a cluster of 2 separate species, C3H8N3 in total (wB97M-V/def2-TZVPD).

The total charge is +1. The spin multiplicity is 1. The calculation puts the HOMO energy at -14.5015 eV. Its HOMO-LUMO gap is 11.1 eV.

Each line ends with the Mulliken charge.
Cartesian coordinates (Å):
C (0.2323, -1.8244, -2.1406)  -0.29
C (0.0721, 0.8553, 1.6153)  0.25
C (0.4547, 0.5001, -0.7496)  -0.98
N (0.1656, -2.4820, -3.0911)  -0.01
N (-0.6428, 0.8613, 2.7159)  -0.31
N (-0.3623, 0.5094, 0.4425)  -0.18
H (1.2122, -0.2820, -0.6959)  0.38
H (1.1125, 1.1629, 1.6860)  0.36
H (0.9568, 1.4665, -0.8646)  0.38
H (-0.1689, 0.3293, -1.6193)  0.33
H (0.1390, -3.0145, -3.9338)  0.32
H (-0.2387, 1.1510, 3.5947)  0.25
H (-1.6116, 0.5725, 2.7131)  0.23
H (-1.3210, 0.1946, 0.3274)  0.27



(2)
Entry from the OMol25 dataset: the ion C3H8N3 with charge +1 (wB97M-V/def2-TZVPD).

The total charge is +1. The spin multiplicity is 1. The calculation puts the HOMO energy at -14.6950 eV. The SMILES is [H]/N=C1/CC[NH2+]N1. Its HOMO-LUMO gap is 10.8 eV.

Each line ends with the Mulliken charge.
Cartesian coordinates (Å):
C (1.1814, -0.0498, -0.0540)  0.35
C (0.2738, 1.1562, 0.0331)  -0.50
C (-1.2241, 0.6572, 0.1754)  -0.60
N (2.3991, -0.0568, -0.1737)  -0.47
N (0.2210, -1.2183, 0.2831)  -0.37
N (-1.0098, -0.7863, -0.1948)  -0.04
H (0.3473, 1.7045, 0.9314)  0.26
H (0.6084, 1.8061, -0.7246)  0.34
H (-1.3048, 0.5785, 1.2131)  0.41
H (-2.0009, 1.2640, -0.3901)  0.33
H (2.8741, -0.8722, -0.2197)  0.24
H (0.5950, -2.0815, 0.0818)  0.27
H (-1.9035, -1.2211, 0.2782)  0.41
H (-1.0569, -0.8805, -1.2392)  0.36



(3)
Entry from the OMol25 dataset: a cluster of 2 separate species, C3H8N3 in total (wB97M-V/def2-TZVPD).

The total charge is +1. The spin multiplicity is 1. The calculation puts the HOMO energy at -13.5468 eV. Its HOMO-LUMO gap is 9.5 eV.

Each line ends with the Mulliken charge.
Cartesian coordinates (Å):
C (-1.8698, 1.1776, -0.4366)  -0.82
C (-1.6704, -0.0374, 0.2066)  0.51
C (1.4895, -0.8087, -0.0206)  0.14
N (2.8280, -0.5177, 0.0787)  -0.40
N (0.6421, 0.1572, 0.0236)  -0.50
N (-2.1757, -1.0469, 0.5278)  -0.16
H (-1.9755, 1.8301, 0.4186)  0.30
H (-2.7804, 1.1827, -1.0294)  0.36
H (1.2445, -1.8715, -0.1471)  0.29
H (3.4997, -1.3062, 0.0877)  0.23
H (3.3083, 0.3625, -0.0232)  0.21
H (1.0582, 1.0224, 0.2461)  0.16
H (-1.1822, 1.5890, -1.2049)  0.32
H (-2.4162, -1.7332, 1.2727)  0.35



(4)
Entry from the OMol25 dataset: a cluster of 3 separate species, C3H8N3 in total (wB97M-V/def2-TZVPD).

The total charge is +1. The spin multiplicity is 1. The calculation puts the HOMO energy at -11.2952 eV. Its HOMO-LUMO gap is 5.1 eV.

Each line ends with the Mulliken charge.
Cartesian coordinates (Å):
C (6.2794, 2.0313, 0.0822)  0.09
C (-6.1434, -0.9502, 0.6413)  0.01
C (2.6157, 0.0251, -0.7014)  -0.21
N (-5.0121, -0.7201, 0.0809)  -0.17
N (5.5615, 2.1512, 1.0132)  -0.37
N (3.0334, -1.1263, -0.3550)  -0.47
H (6.9171, 2.0902, -0.7446)  0.29
H (-4.4383, -1.3246, -0.5601)  0.31
H (-6.4903, -0.0937, 1.2151)  0.27
H (-6.5458, -2.0056, 0.7008)  0.29
H (3.3552, 0.8364, -0.6256)  0.17
H (1.6071, 0.0661, -1.1305)  0.25
H (-4.6376, 0.2188, 0.1310)  0.29
H (3.8981, -1.1985, 0.2529)  0.26



How do the energies compare? Relative to the most stable structure, in eV: (1) 0.000; (2) 1.711; (3) 0.921; (4) 2.573.